No. 1
Density functional theory data (ωB97M-V/def2-TZVPD) for a cluster of 2 separate species, C3H10NO2P in total.

```
17
Properties=species:S:1:pos:R:3:mulliken_charge:R:1
P 1.081 -0.246 -0.214 0.2556
H -0.291 -2.607 -2.388 0.2126
H 1.437 -2.608 -1.960 0.2667
O 0.169 -1.406 -0.834 -0.2043
H 0.739 -1.189 -2.794 0.3763
H -2.029 1.233 0.494 0.3148
O 1.212 1.101 -2.800 -0.8757
H 0.004 1.577 2.477 0.3232
H -0.066 2.612 1.040 0.3178
C 0.547 -1.989 -2.072 -0.6342
H -1.783 -0.120 1.622 0.3183
H 1.434 1.767 1.438 0.3040
H -1.735 -0.401 -0.134 0.2531
H 2.036 1.565 -2.903 0.1909
C -1.484 0.301 0.658 -0.7675
C 0.350 1.688 1.448 -0.8927
N -0.063 0.559 0.647 0.2411
```

Properties
relative energy (zero: lowest compared OMol25 entry of this formula, charge and spin)	120.0	kcal/mol
orbital gap (spin up / spin down)	7.12 / 7.11	eV

---

No. 2
Density functional theory data (ωB97M-V/def2-TZVPD) for a cluster of 2 separate species, C3H10NO2P in total.

```
17
Properties=species:S:1:pos:R:3:mulliken_charge:R:1
C 3.237 0.056 -0.288 -0.3469
H -2.833 1.143 1.577 0.3562
H -1.389 2.201 -0.985 0.3235
H 0.241 2.536 -0.111 0.2908
H 3.336 -2.131 0.498 0.3047
O 2.483 -2.053 0.052 -0.3495
H 2.951 1.071 -0.565 0.2413
C -0.441 1.809 -0.629 -0.9481
N 2.224 -0.736 -0.251 -0.1732
H 0.257 -1.251 -0.746 0.4152
P -0.599 0.313 0.573 0.2798
H -2.923 0.572 -0.183 0.2500
H 0.161 1.442 -1.373 0.2734
O -0.540 -0.868 -0.564 -0.4541
H 4.239 -0.252 -0.061 0.2323
H -2.839 -0.442 1.330 0.3810
C -2.476 0.407 0.852 -1.0764
```

Properties
relative energy (zero: lowest compared OMol25 entry of this formula, charge and spin)	123.6	kcal/mol
orbital gap	8.78	eV

---

No. 3
Density functional theory data (ωB97M-V/def2-TZVPD) for a cluster of 2 separate species, C3H10NO2P in total.

```
17
Properties=species:S:1:pos:R:3:mulliken_charge:R:1
C 2.431 -1.179 0.417 -0.6968
P 0.433 0.555 0.708 0.1831
H -2.211 -0.257 -1.407 0.3575
C -1.440 -0.799 -0.846 -0.8074
H -0.489 -0.818 -1.367 0.2869
H -2.721 1.526 -0.163 0.2810
H 3.097 -0.825 1.267 0.2879
H 2.031 2.285 -1.125 0.2099
C -2.197 1.056 0.684 -0.8309
O 1.056 -0.901 0.469 -0.1675
H -1.891 1.903 1.500 0.2700
H 3.053 -0.626 -0.381 0.3270
H -1.507 -1.685 -0.240 0.2996
H -2.853 0.327 1.321 0.2953
N -1.108 0.222 0.218 0.2365
H 2.767 -2.249 0.252 0.2803
O 1.549 1.467 -1.307 -0.8125
```

Properties
relative energy (zero: lowest compared OMol25 entry of this formula, charge and spin)	128.7	kcal/mol
orbital gap	8.82	eV

---

No. 4
Density functional theory data (ωB97M-V/def2-TZVPD) for a cluster of 2 separate species, C3H10NO2P in total.

```
17
Properties=species:S:1:pos:R:3:mulliken_charge:R:1
H -0.407 -0.198 2.819 0.3130
H 0.255 -1.553 -0.514 0.3705
O -0.646 -0.680 2.034 -0.5315
C -3.041 1.002 -0.689 -0.9584
H 2.797 -0.784 0.562 0.2144
O 0.514 1.401 1.709 -0.6253
H 1.636 -1.829 1.214 0.2489
H -2.622 0.211 -1.419 0.2773
H -2.739 1.947 -0.351 0.3966
P -0.281 0.498 0.916 0.5653
C 1.319 0.225 -1.370 -1.3276
H -3.773 0.669 0.055 0.3135
H 1.541 -0.444 -2.217 0.3814
C 0.842 -0.720 -0.190 0.2064
N 1.953 -1.309 0.425 -0.5628
H 0.450 0.818 -1.787 0.3152
H 2.203 0.748 -1.198 0.4032
```

Properties
relative energy (zero: lowest compared OMol25 entry of this formula, charge and spin)	129.0	kcal/mol
orbital gap (spin up / spin down)	7.42 / 8.14	eV

---

No. 5
Density functional theory data (ωB97M-V/def2-TZVPD) for a structure of composition C3H10NO2S.

```
17
Properties=species:S:1:pos:R:3:mulliken_charge:R:1
H -0.336 2.708 0.480 0.3216
C 0.307 -0.523 -0.755 -0.1037
S 0.498 -3.172 -0.882 -0.3420
C -0.406 0.590 0.238 -0.4944
H -1.473 0.629 0.022 0.3005
C -0.451 -1.828 -0.382 -0.4764
H -0.747 -1.780 0.626 0.3607
H 1.357 -0.756 0.999 0.2732
H -1.603 3.511 0.407 0.2031
H -0.417 0.227 1.316 0.1470
O -0.965 3.648 1.033 -0.8933
H -1.600 -1.747 -0.883 0.2744
H 1.737 -2.817 -0.492 0.1606
H 0.122 -0.091 -1.788 0.3151
O 0.307 1.755 0.098 -0.6180
N 1.598 -0.581 -0.012 -0.7352
H 2.073 0.227 -0.025 0.3068
```

Properties
total charge	-1
relative energy (zero: lowest compared OMol25 entry of this formula, charge and spin)	48.6	kcal/mol
orbital gap	7.09	eV

---

No. 6
Density functional theory data (ωB97M-V/def2-TZVPD) for a cluster of 2 separate species, C3H10NO2S in total.

```
17
Properties=species:S:1:pos:R:3:mulliken_charge:R:1
H 1.858 3.235 1.295 0.2840
H 0.729 0.323 -2.324 0.4520
H 0.195 1.181 1.190 0.3956
H 0.308 -2.491 -0.726 0.3676
H -1.452 0.110 -0.684 0.3109
C -0.460 -0.342 -0.326 -0.4391
H 0.602 3.152 2.172 0.2681
C -0.584 -1.831 -0.619 -0.5482
N 0.115 0.068 0.961 -0.3039
H -0.514 -0.109 1.787 0.3880
O 1.124 2.776 1.569 -0.5806
H 1.005 -0.491 1.099 0.3891
C 0.695 0.271 -1.260 0.0657
H -2.453 -2.635 -1.632 0.2075
O 1.561 0.768 -0.580 -0.4344
H -1.217 -2.202 0.263 0.3605
S -1.512 -1.786 -2.184 -0.1828
```

Properties
total charge	+1
relative energy (zero: lowest compared OMol25 entry of this formula, charge and spin)	48.4	kcal/mol
orbital gap	9.78	eV

---

No. 7
Density functional theory data (ωB97M-V/def2-TZVPD) for a cluster of 2 separate species, C3H10NO2S2 in total.

```
18
Properties=species:S:1:pos:R:3:mulliken_charge:R:1
H -1.761 3.536 0.908 0.2897
C -0.279 -0.729 -0.664 -0.9419
H 2.244 -1.841 0.453 0.3157
O -1.569 2.728 0.424 -0.6398
H 0.407 -0.407 1.450 0.4628
S -1.425 -1.823 0.117 -0.0742
H 1.273 1.613 -0.360 0.3005
H -1.959 -4.186 -0.711 0.1776
H -0.402 1.526 -0.044 0.3595
C 2.107 -0.735 0.093 0.0616
C 0.647 -0.241 0.416 0.1140
H 0.322 -1.346 -1.434 0.4115
H -0.868 0.009 -1.222 0.4052
S -0.890 -3.799 -0.115 -0.1430
N 0.629 1.335 0.281 -0.2432
O 2.933 0.000 -0.456 -0.4571
H -2.196 2.571 -0.257 0.3059
H 0.785 1.788 1.122 0.2952
```

Properties
total charge	+1
relative energy (zero: lowest compared OMol25 entry of this formula, charge and spin)	38.4	kcal/mol
orbital gap	8.95	eV

---

No. 8
Density functional theory data (ωB97M-V/def2-TZVPD) for a cluster of 3 separate species, C3H10NO3 in total.

```
17
Properties=species:S:1:pos:R:3:mulliken_charge:R:1
O 1.755 -0.209 1.541 -0.7112
H -1.454 0.964 -2.034 0.3252
H -0.441 -3.332 -1.452 0.1665
C -1.245 0.900 -0.955 -0.1735
O -1.795 1.810 -0.145 -0.6180
C 0.263 0.880 -0.725 -0.2632
H 0.994 -0.599 3.404 0.2864
H 0.463 1.151 0.327 0.1745
O -0.651 -2.398 -1.402 -0.9218
H 0.695 0.992 2.913 0.2239
H 0.730 1.693 -1.300 0.3116
H -0.229 -0.168 2.055 0.2195
H 1.456 -0.611 -0.124 0.5098
N 0.909 -0.375 -0.970 -0.3741
C 0.798 -0.044 2.467 -0.6194
H 0.168 -1.133 -1.013 0.2614
H -1.609 -0.081 -0.568 0.2025
```

Properties
total charge	-1
relative energy (zero: lowest compared OMol25 entry of this formula, charge and spin)	170.1	kcal/mol
orbital gap	4.13	eV

---

No. 9
Density functional theory data (ωB97M-V/def2-TZVPD) for a cluster of 3 separate species, C3H10NO3S in total.

```
18
Properties=species:S:1:pos:R:3:mulliken_charge:R:1
C 1.708 -0.416 0.485 -0.3378
O 2.519 0.229 2.723 -0.6296
C 2.327 -0.718 1.918 0.4854
H -1.861 1.314 0.010 0.2862
N 2.722 -1.987 2.370 -0.4148
H -3.396 2.539 -3.649 0.3119
H 2.760 -1.961 3.371 0.2371
H 1.694 0.738 0.077 0.1932
S -0.613 -0.326 -1.396 -0.6294
H 2.640 -2.851 1.851 0.2156
O -3.584 2.551 -4.514 -0.6439
H -0.247 0.104 0.956 0.2388
H 0.036 -1.696 0.622 0.2980
H 2.149 -1.082 -0.188 0.2937
C 0.236 -0.698 0.344 -0.8733
H -3.338 0.811 -0.269 0.3167
H -2.874 1.887 -4.793 0.3331
O -2.875 1.561 0.081 -0.6808
```

Properties
total charge	-1
relative energy (zero: lowest compared OMol25 entry of this formula, charge and spin)	49.4	kcal/mol
orbital gap	6.63	eV

---

No. 10
Density functional theory data (ωB97M-V/def2-TZVPD) for a cluster of 3 separate species, C3H10NO3S in total.

```
18
Properties=species:S:1:pos:R:3:mulliken_charge:R:1
H 0.365 1.781 -1.134 0.3712
H -3.406 3.511 -0.506 0.2979
H -2.394 2.700 -1.273 0.3754
C 0.989 -1.790 0.536 0.1544
H 2.241 -0.384 -0.609 0.2679
H -1.036 -2.528 0.165 0.2180
H 1.448 -1.552 2.701 0.1762
N -0.064 -2.600 -0.065 -0.7294
O 0.324 2.728 -1.370 -0.6856
H -0.058 -2.431 -1.065 0.2376
C 1.152 -0.514 -0.433 0.0477
H 1.886 -2.443 0.555 0.2185
C 0.697 -1.260 1.926 -0.6027
O 0.272 -0.240 -1.267 -0.7795
S 0.891 0.456 1.537 -0.4592
O -3.360 2.870 -1.234 -0.6679
H -0.314 -1.623 2.159 0.2707
H 0.367 3.319 -0.621 0.2889
```

Properties
total charge	-1
relative energy (zero: lowest compared OMol25 entry of this formula, charge and spin)	53.2	kcal/mol
orbital gap	6.87	eV

---

Number 1: F_max 2.2 eV/Å, calculated total energy -666.8050 hartree. Number 2: F_max 4.7 eV/Å, calculated total energy -666.7994 hartree. Number 3: F_max 4.7 eV/Å, calculated total energy -666.7912 hartree. Number 4: F_max 4.2 eV/Å, calculated total energy -666.7907 hartree. Number 5: F_max 5.6 eV/Å, calculated total energy -723.6665 hartree. Number 6: F_max 5.9 eV/Å, calculated total energy -723.4035 hartree. Number 7: F_max 5.9 eV/Å, calculated total energy -1121.6140 hartree. Number 8: F_max 2.5 eV/Å, calculated total energy -400.5165 hartree. Number 9: F_max 5.9 eV/Å, calculated total energy -798.9814 hartree. Number 10: F_max 2.2 eV/Å, calculated total energy -798.9753 hartree.